# 1
# C6H9ClN2O2

The molecule C6H9ClN2O2 in a non-equilibrium geometry (ωB97M-V/def2-TZVPD, the OMol25 dataset).

Results
- HOMO level: -7.8 eV
- SMILES string: [H]/N=N/CC[C@@H](Cl)C1=C(OC)O1
- Gap between HOMO and LUMO: 8.5343 eV
- Spin multiplicity: 1
- Relative energy (zero: lowest compared OMol25 entry of this formula, charge and spin): 648.1 kJ/mol
- Total charge: 0

Cartesian coordinates (Å):
C: -1.3237 0.5300 0.1472
C: 2.2703 0.2091 0.8195
C: 2.1534 -0.7914 -0.2721
C: 1.2359 1.2885 0.5589
C: -0.1515 0.7762 0.6149
C: -3.5279 0.1887 -0.6038
N: 0.7656 -2.6516 -0.3918
N: 0.8159 -1.4293 -0.2705
O: -1.4204 1.7775 0.8511
O: -2.1946 -0.3071 -0.3383
Cl: 1.6862 2.0136 -0.9519
H: 2.0546 -0.3508 1.7147
H: 3.2741 0.6535 0.8517
H: 2.1434 -0.3783 -1.2338
H: 2.9173 -1.5099 -0.2202
H: 1.1083 2.2655 1.2845
H: -3.8893 0.8864 0.1657
H: -4.1507 -0.7512 -0.6805
H: -3.5572 0.6183 -1.4830
H: -0.2098 -3.0377 -0.5621


# 2
# C22H35Cl2F5N6O4PbTe

A structure of composition C22H35Cl2F5N6O4PbTe (ωB97M-V/def2-TZVPD, the OMol25 dataset).

Results
- HOMO level (alpha / beta): -14.2 / -14.2 eV
- Gap between HOMO and LUMO (alpha / beta): 6.5374 / 6.2069 eV
- Spin multiplicity: 1
- Relative energy (zero: lowest compared OMol25 entry of this formula, charge and spin): 84.5 kJ/mol
- Total charge: +2

Cartesian coordinates (Å):
Pb: 0.2600 0.5883 -0.9599
C: -6.2779 -2.5656 0.8199
O: -5.6195 -2.1951 2.0366
C: -4.4019 -1.6746 1.9571
C: -3.8282 -1.3220 3.2122
C: -2.5634 -0.7428 3.2874
C: -1.8035 -0.4909 2.1648
C: -0.4646 0.1155 2.3281
C: -0.0244 0.5585 3.6918
O: 0.3296 0.2584 1.3952
C: -2.3715 -0.8662 0.8576
O: -1.7704 -0.6852 -0.2193
C: -3.6869 -1.4531 0.8126
H: -7.2405 -2.9662 1.1165
H: -5.7047 -3.3315 0.2951
H: -6.4147 -1.6901 0.1848
H: -4.4065 -1.5077 4.1075
H: -2.1883 -0.4912 4.2685
H: 0.0706 -0.2938 4.3677
H: -0.7445 1.2538 4.1224
H: 0.9399 1.0486 3.6016
H: -4.0740 -1.6645 -0.1734
C: 1.8321 3.5230 -0.6450
N: 3.1725 3.0887 -0.6241
C: 4.2436 4.0835 -0.7265
C: 5.4764 3.2252 -0.9785
N: 4.9479 1.8675 -1.1120
C: 5.9496 0.8307 -1.3433
C: 3.6117 1.7978 -0.8866
N: 2.7892 0.7826 -0.8710
C: 3.3293 -0.5821 -0.9668
C: 2.3740 -1.5801 -0.3430
N: 1.0949 -1.5231 -1.0457
C: 0.3656 -2.5988 -1.2876
N: 0.3433 -3.7684 -0.6196
C: 0.9891 -4.1002 0.6348
C: -0.5158 -4.7442 -1.2901
C: -1.2770 -3.8869 -2.3083
N: -0.5199 -2.6434 -2.3015
C: -0.7191 -1.6219 -3.2992
H: 1.8168 4.6106 -0.6605
H: 1.6392 3.1933 1.3221
H: 1.2551 3.1513 -1.4909
H: 4.3198 4.6594 0.1951
H: 4.0543 4.7712 -1.5508
H: 6.1946 3.2745 -0.1588
H: 5.9889 3.5084 -1.8979
H: 6.8403 1.3320 -1.7156
H: 5.6380 0.1233 -2.1031
H: 6.2236 0.3081 -0.4270
H: 4.2678 -0.6805 -0.4288
H: 3.4939 -0.8625 -2.0113
H: 2.2607 -1.3308 0.7170
H: 2.8256 -2.5700 -0.4117
H: 1.1275 -3.2081 1.2395
H: 1.9503 -4.5960 0.4905
H: 0.3370 -4.7790 1.1833
H: -1.1824 -5.2053 -0.5622
H: 0.0759 -5.5314 -1.7606
H: -2.3158 -3.7152 -2.0152
H: -1.2701 -4.3240 -3.3060
H: -0.9424 -2.0914 -4.2566
H: 0.2009 -1.0490 -3.4240
H: -1.5498 -0.9564 -3.0427
Cl: -3.4279 1.9196 -1.7099
C: -5.0199 2.2253 -0.9741
Cl: -6.1178 0.8654 -1.2001
H: -5.4414 3.1009 -1.4520
H: -4.8699 2.3777 0.0879
F: -1.6197 2.5169 1.4086
Te: -0.8437 4.3233 1.1385
F: -0.8040 4.5006 -0.8216
F: -2.1333 5.4199 1.9403
F: 0.4303 5.7043 1.0939
F: 0.0094 3.9035 2.7723
O: 1.0860 3.0778 0.5314


# 3
# C22H25Cl36F9O5S2

A structure of composition C22H25Cl36F9O5S2 in a non-equilibrium geometry (ωB97M-V/def2-TZVPD, the OMol25 dataset).

Results
- HOMO level: -10.4 eV
- Gap between HOMO and LUMO: 10.5096 eV
- Spin multiplicity: 1
- Total charge: 0

Cartesian coordinates (Å):
C: 4.4026 1.9143 -0.6531
C: 2.9932 1.5560 -1.2099
C: 3.1407 0.1840 -1.9395
C: 1.8335 -0.6492 -1.9765
C: 1.4924 -1.2006 -0.5692
C: 0.5660 -2.4296 -0.5811
O: -0.7564 -2.1816 -1.1383
S: -1.6199 -1.1586 -0.1951
O: -1.7297 0.0318 -0.9631
O: -3.1409 -1.9698 -0.1657
S: -4.4091 -0.9696 -0.0487
O: -5.4451 -1.6858 0.5951
O: -4.1243 0.2034 0.6821
C: -4.8278 -0.4523 -1.7876
F: -4.0876 -1.2146 -2.5885
F: -4.3977 0.7626 -1.9570
C: -6.2967 -0.6713 -2.2286
F: -6.2973 -0.6274 -3.5449
F: -6.6813 -1.9007 -1.9385
C: -7.3530 0.2743 -1.6133
F: -8.5189 -0.1007 -2.1253
F: -7.4789 0.1653 -0.3150
C: -7.2042 1.7866 -1.9460
F: -8.4059 2.3166 -2.0341
F: -6.6053 2.0385 -3.0749
F: -6.5794 2.4384 -1.0047
H: 4.7993 1.0397 -0.1222
H: 4.3805 2.7405 0.0573
H: 5.0780 2.0936 -1.4939
H: 2.7433 2.3598 -1.9173
H: 2.2462 1.5229 -0.4140
H: 3.8689 -0.4040 -1.3651
H: 3.5382 0.3918 -2.9363
H: 1.0372 -0.0272 -2.3963
H: 1.9737 -1.5249 -2.6419
H: 1.0716 -0.4112 0.0646
H: 2.4398 -1.5310 -0.1187
H: 1.0261 -3.1695 -1.2467
H: 0.5097 -2.9210 0.4173
C: -0.1428 -4.3036 3.2260
Cl: 0.0148 -4.1137 4.9700
Cl: -1.7211 -3.7392 2.7103
Cl: 1.1687 -3.4476 2.3919
H: -0.0636 -5.3557 2.9863
C: 2.2313 0.2634 2.8033
Cl: 2.9645 1.3031 4.0266
Cl: 0.4736 0.4348 2.8117
Cl: 2.8886 0.6288 1.2063
H: 2.4719 -0.7642 3.0426
C: -0.8407 1.1443 6.5362
Cl: 0.5249 0.1133 6.9760
Cl: -0.2863 2.5583 5.6370
Cl: -2.0269 0.2341 5.5985
H: -1.3166 1.4850 7.4456
C: 8.1361 3.5308 -0.0784
Cl: 7.9268 1.8004 -0.3649
Cl: 8.1364 4.4170 -1.6022
Cl: 6.8777 4.1434 0.9988
H: 9.0899 3.6787 0.4000
C: 11.6450 2.1007 -2.5133
Cl: 12.9429 2.7603 -3.5117
Cl: 11.2700 3.1975 -1.1812
Cl: 10.2091 1.7858 -3.4905
H: 11.9823 1.1623 -2.0943
C: 12.5590 4.3363 2.4179
Cl: 12.6940 3.5162 3.9737
Cl: 13.3637 3.4054 1.1507
Cl: 10.8639 4.6324 2.0244
H: 13.0541 5.2946 2.4969
C: -1.8545 -5.7269 7.7576
Cl: -0.8183 -4.3443 8.1176
Cl: -0.9488 -7.2373 7.8942
Cl: -3.2608 -5.7450 8.8212
H: -2.2026 -5.6304 6.7370
C: -0.2889 1.8805 -4.5941
Cl: 0.8744 2.6346 -3.5062
Cl: 0.4825 0.5925 -5.5265
Cl: -1.6370 1.2536 -3.6624
H: -0.6584 2.6257 -5.2855
C: -5.0022 -4.1861 5.0169
Cl: -3.9770 -2.7860 5.3296
Cl: -4.0599 -5.6836 5.1017
Cl: -6.3503 -4.2379 6.1538
H: -5.4032 -4.0949 4.0180
C: 4.1193 -3.8622 -4.3559
Cl: 3.3574 -3.6072 -2.7824
Cl: 2.9499 -4.4926 -5.5168
Cl: 4.8356 -2.3616 -4.9459
H: 4.9081 -4.5925 -4.2370
C: -10.5433 -0.3054 -5.4942
Cl: -8.8982 -0.7203 -5.0085
Cl: -11.2543 -1.6009 -6.4598
Cl: -11.5412 0.0354 -4.0785
H: -10.5021 0.5876 -6.1028
C: -8.4658 5.6559 -1.2077
Cl: -7.8501 6.8278 -2.3762
Cl: -8.1261 6.1846 0.4415
Cl: -10.1970 5.3988 -1.4359
H: -7.9597 4.7153 -1.3725


# 4
# C62H105F15N20O10S4

A structure of composition C62H105F15N20O10S4 in a non-equilibrium geometry (ωB97M-V/def2-TZVPD, the OMol25 dataset).

Results
- HOMO level: -16.3 eV
- Gap between HOMO and LUMO: 8.3926 eV
- Spin multiplicity: 1
- Total charge: +6

Cartesian coordinates (Å):
C: 20.3127 21.3094 31.2080
C: 19.5304 20.1821 31.8416
N: 19.1316 19.2134 30.7641
C: 19.9076 18.8485 29.7025
C: 19.1346 18.0922 28.8573
N: 17.8939 18.1052 29.3682
C: 17.9006 18.7545 30.5339
C: 16.6491 17.4505 28.9052
H: 19.8443 21.7517 30.3156
H: 21.2421 20.9047 30.8297
H: 20.4853 21.9955 31.9810
H: 18.6182 20.4869 32.3518
H: 20.0937 19.5831 32.5272
H: 20.9688 19.0213 29.6455
H: 19.3384 17.6355 27.9357
H: 17.0563 18.9595 31.1398
H: 16.5917 17.5811 27.8309
H: 15.8356 17.9984 29.3827
H: 16.6490 16.4249 29.1514
C: 15.7159 22.7083 8.5115
C: 15.4017 24.1817 8.8792
N: 13.9837 24.4007 9.3034
C: 12.9802 25.0635 8.6200
C: 11.8672 24.9337 9.3588
N: 12.2570 24.3010 10.5908
C: 13.5612 23.9638 10.4980
C: 11.4802 24.2729 11.7925
H: 15.6709 22.0202 9.3357
H: 16.7648 22.7713 8.1815
H: 15.1840 22.3313 7.6714
H: 15.6654 24.9539 8.1368
H: 16.0265 24.4062 9.8242
H: 13.1798 25.4989 7.6652
H: 10.8824 25.2939 9.3037
H: 14.0582 23.4343 11.2750
H: 10.4098 24.2896 11.6002
H: 11.7843 25.0694 12.4603
H: 11.6553 23.2827 12.2894
C: 14.3871 26.5722 21.1978
C: 13.4855 27.3876 22.1482
N: 12.2327 27.7412 21.5382
C: 11.0463 27.0577 21.7571
C: 10.1936 27.4240 20.7768
N: 10.8389 28.3817 20.0192
C: 12.0706 28.5205 20.4458
C: 10.1963 29.1004 18.8827
H: 14.7030 27.2378 20.3520
H: 13.8459 25.7331 20.7373
H: 15.2467 26.2451 21.7561
H: 13.9553 28.3085 22.4484
H: 13.1788 26.8688 23.0436
H: 10.8934 26.4554 22.6289
H: 9.1772 27.1111 20.4462
H: 12.8206 29.1716 20.0059
H: 10.8123 29.9635 18.5856
H: 9.2405 29.4610 19.2885
H: 9.9905 28.4457 18.0150
C: 16.1931 11.3630 17.7574
C: 17.2486 10.6222 18.6067
N: 16.7134 9.4153 19.2856
C: 15.7242 9.3925 20.1594
C: 15.5767 8.0747 20.5272
N: 16.4307 7.3467 19.7320
C: 17.1921 8.1856 19.0123
C: 16.5465 5.8853 19.7369
H: 15.5163 12.0609 18.3624
H: 15.4930 10.7702 17.1835
H: 16.7360 12.0377 17.1143
H: 17.5781 11.3272 19.4312
H: 18.0944 10.3881 17.9832
H: 15.1676 10.2755 20.4460
H: 15.0535 7.5298 21.3316
H: 17.9440 7.8531 18.2725
H: 16.7593 5.5863 20.7741
H: 17.3020 5.5611 19.0189
H: 15.6420 5.3531 19.3730
C: 8.6669 11.3378 14.3684
C: 9.1069 11.2160 15.8896
N: 9.6377 12.5283 16.3289
C: 10.6117 13.2154 15.7076
C: 10.6199 14.4397 16.3304
N: 9.7451 14.3992 17.3836
C: 9.1380 13.2099 17.3612
C: 9.4701 15.5402 18.2541
H: 7.8210 11.9769 14.3438
H: 8.3832 10.3241 14.0289
H: 9.4897 11.6743 13.7472
H: 9.8260 10.4320 16.0734
H: 8.2178 11.0040 16.4874
H: 11.2254 12.8036 14.9120
H: 11.2736 15.3095 16.1841
H: 8.3817 12.8943 18.0014
H: 9.4737 15.2100 19.2957
H: 8.4510 15.9259 18.0692
H: 10.3175 16.2685 18.2188
C: 15.3846 18.7727 13.0576
C: 14.2125 18.1226 12.2908
N: 12.9951 18.7981 12.6276
C: 12.0969 19.4018 11.7543
C: 11.1125 19.9574 12.5157
N: 11.4274 19.6620 13.8128
C: 12.6214 19.0269 13.8931
C: 10.7195 20.0777 15.0266
H: 15.5142 19.8500 12.9275
H: 16.3961 18.3543 13.0391
H: 15.1666 18.6975 14.1279
H: 14.1703 17.0568 12.5594
H: 14.3138 18.2275 11.2087
H: 12.2850 19.4788 10.7263
H: 10.2387 20.5327 12.3107
H: 13.0594 18.6418 14.8653
H: 9.6521 19.8369 14.9483
H: 10.7876 21.1662 15.0730
H: 11.1926 19.5943 15.8715
C: 20.4102 26.3133 20.4684
C: 21.4260 25.4545 19.9046
N: 22.7919 25.6955 20.4411
C: 23.1413 26.2969 21.6224
C: 24.4678 26.1331 21.8004
N: 24.9475 25.4439 20.6854
C: 23.9097 25.2313 19.8610
C: 26.3575 25.1101 20.4569
H: 20.7455 27.3259 20.2942
H: 20.2511 26.1797 21.5742
H: 19.4566 26.1623 20.0057
H: 21.4046 25.5393 18.8109
H: 21.1774 24.3980 20.0986
H: 22.3812 26.6303 22.2948
H: 25.0922 26.4516 22.6418
H: 23.9600 24.6981 18.8728
H: 26.7706 24.8293 21.3979
H: 26.8795 25.9779 20.1005
H: 26.4893 24.3008 19.7534
C: 22.7466 17.8985 14.3937
C: 23.7762 18.9406 14.6518
N: 23.9769 19.6665 13.3409
C: 23.2785 19.5490 12.1857
C: 23.4564 20.6126 11.4601
N: 24.2309 21.4640 12.2179
C: 24.5754 20.8461 13.3668
C: 24.4157 22.8203 11.8141
H: 23.0063 17.2272 13.5754
H: 21.7780 18.3296 14.2052
H: 22.7403 17.1280 15.1807
H: 24.7788 18.5092 14.8531
H: 23.4843 19.6674 15.4300
H: 22.6566 18.7172 12.0053
H: 23.1693 20.9365 10.4740
H: 25.1998 21.2796 14.1430
H: 24.7492 23.4241 12.6397
H: 23.4601 23.1632 11.4659
H: 25.1514 22.7682 11.0127
C: 9.4625 18.5782 22.6773
C: 8.9257 19.9703 22.8369
N: 9.1361 20.7656 21.6433
C: 8.3964 21.8647 21.4364
C: 8.8241 22.4406 20.3183
N: 9.8314 21.6526 19.8106
C: 10.0584 20.6594 20.6656
C: 10.6354 21.9215 18.6215
H: 9.3888 18.0493 23.6382
H: 10.5019 18.6274 22.3710
H: 8.8833 17.9839 21.9356
H: 9.4231 20.5242 23.6407
H: 7.8967 19.9785 23.0968
H: 7.5660 22.1788 22.1064
H: 8.5624 23.3962 19.9155
H: 10.7695 19.8184 20.4129
H: 11.2445 22.8147 18.7093
H: 9.9617 22.1795 17.8000
H: 11.1625 21.0083 18.3615
C: 21.7362 26.1122 16.2280
F: 22.3404 26.1796 15.0177
F: 22.6236 25.4113 16.9788
F: 21.5994 27.3605 16.7743
S: 20.2064 25.2486 16.0013
O: 19.6867 25.4076 17.3527
O: 19.6164 25.9952 14.9271
N: 20.7841 23.8084 15.7922
S: 20.5519 22.5421 15.0412
O: 20.5248 22.6835 13.6064
O: 21.4019 21.5297 15.7063
C: 18.7404 22.2418 15.4132
F: 18.4592 21.9609 16.6897
F: 18.1950 23.4019 15.1070
F: 18.3116 21.2979 14.6050
C: 14.5544 24.9060 15.5824
F: 14.0398 25.0810 14.3611
F: 15.2291 23.7684 15.5434
F: 15.4104 25.8867 15.8461
S: 13.3630 24.8269 17.0024
O: 13.7441 23.6720 17.7045
O: 13.5020 26.0801 17.6998
N: 11.9380 24.6066 16.3180
S: 10.5736 24.8539 16.8749
O: 9.5296 23.9585 16.4926
O: 10.3929 25.3042 18.2544
C: 10.2967 26.3996 15.9494
F: 11.3983 27.1884 16.0052
F: 9.9327 26.0808 14.6773
F: 9.3139 27.1630 16.3790
C: 12.5789 18.3040 17.6411
O: 13.3626 19.2025 16.7917
O: 11.6310 17.7613 16.9720
C: 13.6130 17.3379 18.2566
F: 14.7493 17.9113 18.6645
F: 13.1071 16.8041 19.4245
F: 13.8959 16.3268 17.4091
C: 13.8080 20.4743 17.2369
C: 15.0356 20.7456 16.4254
H: 15.7035 19.8916 16.2830
H: 14.7440 21.1003 15.4419
H: 15.6469 21.5400 16.8124
H: 13.8794 20.4480 18.2987
H: 12.9654 21.1567 17.0394
H: 12.1963 18.9771 18.5103


Molar mass, record by record: 176.60, 948.26, 1880.86, 1703.89 u